(1)
A molecular structure, C11H24ClI2N2P2Y at a distorted geometry, computed with the ωB97M-V functional and the def2-TZVPD basis.

Positions of all 43 atoms, in Å:
I1 -1.595 3.719 3.137
I2 -0.048 5.629 2.887
Y1 -0.137 -0.784 0.377
P1 1.824 -1.084 2.416
C1 2.001 0.557 3.242
C2 1.296 -2.168 3.782
H1 1.990 -2.163 4.635
H2 4.201 -1.490 2.929
H3 1.217 -3.193 3.419
H4 3.577 -2.564 1.646
H5 0.996 0.911 3.521
H6 0.328 -1.851 4.134
C3 3.560 -1.533 2.081
H7 2.637 0.498 4.109
H8 3.960 -0.856 1.287
H9 2.409 1.259 2.501
P2 -1.115 -2.172 -2.104
C4 -2.293 -0.985 -2.934
C5 -0.125 -2.864 -3.483
H10 -1.703 -4.280 -1.089
H11 -2.686 -3.982 -2.549
H12 -3.071 -3.124 -1.029
C6 -2.254 -3.548 -1.669
H13 0.551 -3.626 -3.109
H14 -0.747 -3.306 -4.278
H15 -2.985 -1.518 -3.545
H16 -1.679 -0.278 -3.498
H17 0.479 -2.049 -3.943
H18 -2.793 -0.456 -2.119
Cl1 0.789 -3.082 0.098
N1 -1.317 5.057 -0.903
C7 -0.783 3.813 -0.961
C8 -0.924 2.932 -2.036
C9 -0.415 1.680 -1.913
N2 -0.084 1.171 -0.693
C10 0.164 2.008 0.364
C11 -0.208 3.312 0.257
H19 -1.814 5.459 -1.694
H20 -1.198 5.581 -0.048
H21 -1.579 3.170 -2.902
H22 -0.141 1.032 -2.734
H23 0.576 1.543 1.259
H24 -0.859 3.626 1.154

Values from the calculation:
2S+1: 1
Calculated total energy: -2319.174875 hartree
HOMO level: -14.5 eV
ΔE to the lowest compared entry with this formula, charge and spin: 173.1 kJ/mol
Gap between HOMO and LUMO: 7.1 eV
Total charge: +2

***

(2)
2 unconnected molecules or ions with the total composition C11H24ClO8PS2 at a distorted geometry, computed with the ωB97M-V functional and the def2-TZVPD basis.

Positions of all 47 atoms, in Å:
C1 4.469 1.518 0.498
C2 4.673 0.238 -0.388
O1 3.609 -0.660 -0.124
C3 3.831 -1.911 -0.765
C4 2.508 -2.369 -1.508
O2 1.464 -1.510 -1.073
C5 0.273 -1.764 -1.774
C6 -0.888 -1.436 -0.755
C7 -0.614 -2.459 0.385
C8 -1.832 -2.701 1.329
O3 -2.594 -1.528 1.592
O4 -2.114 -1.616 -1.474
S1 -3.039 -0.244 -1.503
O5 -4.448 -0.430 -1.088
O6 -3.072 0.486 -2.783
O7 -2.214 0.482 -0.254
C9 -0.819 0.092 -0.421
Cl1 0.098 0.571 1.050
P1 -0.197 1.328 -1.735
S2 1.711 1.684 -1.763
H1 5.402 1.782 1.026
H2 4.198 2.363 -0.156
H3 3.649 1.398 1.222
H4 4.629 0.567 -1.447
H5 5.667 -0.173 -0.131
H6 4.675 -1.881 -1.473
H7 4.039 -2.627 0.050
H8 2.332 -3.425 -1.225
H9 2.594 -2.229 -2.605
H10 0.170 -1.201 -2.724
H11 0.192 -2.838 -2.048
H12 0.262 -2.199 0.993
H13 -0.390 -3.426 -0.104
H14 -2.452 -3.537 0.957
H15 -1.416 -3.066 2.292
H16 -2.336 -1.267 2.471
H17 -0.883 2.561 -1.525
H18 -0.603 0.854 -3.019
C10 -3.752 3.351 3.057
C11 -3.276 3.827 1.697
O8 -2.281 2.952 1.176
H19 -2.915 3.298 3.756
H20 -4.509 4.024 3.465
H21 -4.178 2.347 2.987
H22 -2.833 4.820 1.774
H23 -4.112 3.875 0.991
H24 -2.674 2.079 1.098

Values from the calculation:
2S+1: 1
Calculated total energy: -2633.221267 hartree
HOMO level: -8.6 eV
Structure (SMILES): CCOCCOC[C@]1(CCO)OS(=O)(=O)O[C@]1(Cl)[PH2]=S.CCO
Gap between HOMO and LUMO: 8.9 eV
Total charge: 0

***

(3)
A molecular structure, C11H24CsF3N4Se3Te, computed with the ωB97M-V functional and the def2-TZVPD basis.

Positions of all 47 atoms, in Å:
Cs1 -1.967 -1.255 0.415
C1 0.811 2.564 1.224
C2 0.837 1.608 2.417
N1 0.529 0.209 2.118
C3 1.661 -0.699 2.029
C4 2.124 -0.992 0.605
N2 1.162 -1.828 -0.091
C5 1.626 -2.358 -1.363
C6 1.653 -1.340 -2.504
C7 0.290 -0.935 -3.065
N3 -0.460 -0.038 -2.200
C8 0.027 1.332 -2.194
C9 -0.996 2.257 -1.553
N4 -1.236 2.000 -0.144
C10 -0.605 2.944 0.771
H1 1.385 2.149 0.387
H2 1.329 3.482 1.533
H3 0.095 1.961 3.139
H4 1.823 1.665 2.905
H5 -0.159 -0.126 2.775
H6 1.388 -1.655 2.491
H7 2.521 -0.314 2.596
H8 3.120 -1.471 0.645
H9 2.245 -0.044 0.071
H10 0.893 -2.603 0.508
H11 0.959 -3.180 -1.639
H12 2.636 -2.791 -1.266
H13 2.232 -1.781 -3.323
H14 2.206 -0.445 -2.197
H15 -0.305 -1.842 -3.214
H16 0.446 -0.491 -4.062
H17 -1.441 -0.031 -2.456
H18 0.233 1.687 -3.221
H19 0.973 1.381 -1.645
H20 -1.949 2.132 -2.078
H21 -0.670 3.295 -1.719
H22 -2.239 1.986 0.021
H23 -1.240 3.022 1.659
H24 -0.573 3.947 0.315
Se1 -4.619 0.912 -0.969
Se2 -4.728 2.414 0.835
Te1 -3.809 0.989 2.756
Se3 -2.567 2.558 4.248
F1 -2.420 -5.228 1.856
C11 -1.505 -4.598 0.992
F2 -1.452 -5.546 -0.068
F3 -0.266 -4.903 1.655

Values from the calculation:
2S+1: 1
Calculated total energy: -8444.687984 hartree
HOMO level: -0.6 eV
ΔE to the lowest compared entry with this formula, charge and spin: 19.8 kJ/mol
Gap between HOMO and LUMO: 4.3 eV
Total charge: -2

***

(4)
A molecular structure, C11H24DyN5S, computed with the ωB97M-V functional and the def2-TZVPD basis.

Positions of all 42 atoms, in Å:
Dy1 -0.028 0.023 1.090
C1 1.285 1.337 -1.452
C2 2.543 0.751 -0.790
N1 2.257 -0.044 0.440
C3 2.548 -1.500 0.310
C4 1.411 -2.276 -0.362
N2 0.174 -2.246 0.472
C5 -1.015 -2.812 -0.234
C6 -1.834 -1.783 -1.034
C7 -2.864 -0.962 -0.240
N3 -2.294 0.224 0.466
C8 -2.330 1.465 -0.359
C9 -1.555 2.600 0.317
N4 -0.095 2.314 0.441
C10 0.693 2.595 -0.795
H1 0.509 0.559 -1.545
H2 1.561 1.614 -2.470
H3 3.223 1.568 -0.547
H4 3.057 0.120 -1.518
H5 2.859 0.301 1.185
H6 2.703 -1.901 1.315
H7 3.467 -1.668 -0.253
H8 1.745 -3.305 -0.512
H9 1.183 -1.865 -1.349
H10 0.353 -2.855 1.267
H11 -1.663 -3.275 0.510
H12 -0.686 -3.601 -0.912
H13 -2.404 -2.356 -1.766
H14 -1.177 -1.127 -1.622
H15 -3.334 -1.608 0.502
H16 -3.649 -0.630 -0.921
H17 -2.890 0.399 1.272
H18 -3.360 1.799 -0.502
H19 -1.923 1.245 -1.349
H20 -1.954 2.744 1.323
H21 -1.727 3.523 -0.239
H22 0.250 2.930 1.172
H23 1.508 3.280 -0.559
H24 0.056 3.102 -1.521
S1 2.466 0.825 4.019
C11 1.015 0.406 3.568
N5 -0.082 0.090 3.185

Values from the calculation:
2S+1: 6
Calculated total energy: -1990.108218 hartree
HOMO level (spin up / spin down): -15.3 / -15.3 eV
Gap between HOMO and LUMO (spin up / spin down): 9.4 / 9.5 eV
Total charge: +2